No. 1
The following is a DFT calculation (ωB97M-V/def2-TZVPD) of a 7-piece molecular cluster, C30H55BCl2FN6 overall.

The geometry in XYZ format:
```
95
Properties=species:S:1:pos:R:3:mulliken_charge:R:1
C -3.43683 5.71807 2.39534 -1.55
C -3.15883 4.92246 1.14437 0.98
F -4.32162 5.10142 0.28699 -0.42
C -1.92715 5.30592 0.36085 -0.43
B -0.55052 5.76409 1.14238 0.19
C 0.41269 4.57239 1.77794 -0.41
Cl 0.08789 4.19655 3.54641 -0.27
C 0.39978 3.29629 0.97682 1.03
C -0.79768 2.36593 1.17303 -1.16
Cl 1.94276 2.29747 1.26103 -0.38
H -2.62124 5.58918 3.10665 0.31
H -4.36962 5.37927 2.85311 0.43
H -3.53910 6.77738 2.15007 0.29
H -3.18665 3.85091 1.36373 -0.01
H -2.23387 6.17105 -0.24341 0.35
H -1.74242 4.49022 -0.35495 -0.31
H 0.16440 6.31548 0.30761 -0.27
H -0.79583 6.57751 2.01931 -0.21
H 1.43406 4.94504 1.79215 0.38
H 0.49489 3.58634 -0.06938 -0.52
H -1.37647 2.67906 2.04104 0.23
H -0.48321 1.33746 1.33362 0.54
H -1.44924 2.39432 0.29778 0.15
C 2.53871 -2.77325 1.03207 -0.93
C 3.76112 -2.03366 0.50218 -0.71
C 3.36923 -0.79407 -0.31174 0.02
C 2.56071 -1.16209 -1.47127 0.29
N 1.87009 -1.44223 -2.34462 -0.48
H 1.92588 -3.14151 0.20680 0.35
H 2.84523 -3.63429 1.62950 0.25
H 1.92115 -2.12893 1.65852 0.23
H 4.35168 -2.70838 -0.12249 0.34
H 4.40603 -1.70967 1.32054 0.36
H 4.25383 -0.25415 -0.65289 0.38
H 2.79422 -0.09772 0.30232 -0.12
C 4.48259 4.15441 -3.55398 -1.18
C 3.08653 3.66841 -3.18751 -0.36
C 2.19267 4.78665 -2.64147 -0.01
C 2.72142 5.32985 -1.38969 0.23
N 3.12839 5.74452 -0.39990 -0.49
H 5.00528 4.53825 -2.67640 0.34
H 5.08019 3.34435 -3.97408 0.36
H 4.43536 4.95561 -4.29509 0.30
H 3.15133 2.87175 -2.44365 0.16
H 2.59491 3.24520 -4.06543 0.37
H 1.18242 4.41205 -2.46986 -0.07
H 2.10774 5.59975 -3.36519 0.36
C -0.60715 -5.67160 3.98890 -0.83
C -1.52386 -5.33086 2.82208 -0.58
C -0.87456 -4.33256 1.85863 -0.04
C -0.58837 -3.05567 2.51434 0.28
N -0.35379 -2.06706 3.04902 -0.53
H -0.39608 -4.78518 4.58971 0.37
H -1.06129 -6.41844 4.64111 0.38
H 0.34113 -6.07142 3.62465 -0.05
H -2.46434 -4.92083 3.19475 0.33
H -1.76982 -6.23045 2.25606 0.32
H -1.51101 -4.14715 0.99208 0.19
H 0.06810 -4.73602 1.48069 0.18
C -4.89900 6.02862 -3.59674 -1.13
C -4.93746 4.50897 -3.50575 -0.52
C -3.68316 3.93908 -2.83878 0.46
C -2.46748 4.18965 -3.61110 0.28
N -1.51739 4.36002 -4.23325 -0.54
H -4.06821 6.36350 -4.22035 0.34
H -5.82183 6.41667 -4.02992 0.35
H -4.77655 6.46791 -2.60548 0.25
H -5.05675 4.07236 -4.50047 0.32
H -5.79734 4.19493 -2.91184 0.31
H -3.77268 2.86010 -2.70005 0.32
H -3.55835 4.37892 -1.84482 -0.45
C 2.86837 -9.05515 5.59635 -1.14
C 3.99536 -8.14196 5.13302 -0.49
C 3.48686 -6.95001 4.31537 -0.24
C 2.84863 -7.37059 3.06767 0.18
N 2.34135 -7.70894 2.09484 -0.49
H 2.34414 -9.49446 4.74645 0.35
H 3.25561 -9.86955 6.20834 0.33
H 2.13941 -8.50395 6.19361 0.30
H 4.71395 -8.70635 4.53595 0.30
H 4.53775 -7.74880 5.99451 0.32
H 4.30410 -6.27193 4.06578 0.33
H 2.75820 -6.37518 4.89173 0.29
C -0.77182 -2.37669 -4.15587 -1.04
C -1.70709 -3.34639 -4.86186 -0.40
C -3.04984 -3.49773 -4.13692 -0.49
C -2.90173 -4.08672 -2.80419 0.28
N -2.78665 -4.56057 -1.76475 -0.42
H -0.50877 -2.72241 -3.15698 0.30
H 0.15945 -2.25612 -4.70616 0.34
H -1.22932 -1.39016 -4.05836 0.27
H -1.23698 -4.32805 -4.95120 0.29
H -1.91388 -3.00152 -5.87714 0.30
H -3.73217 -4.13152 -4.70601 0.31
H -3.53055 -2.52342 -4.02681 0.28
```

**Total charge**: -1
**M**: 600.53 u
**HOMO level**: -5.537 eV
**Frontier orbital gap**: 7.41 eV


No. 2
The following is a DFT calculation (ωB97M-V/def2-TZVPD) of C30H55BCl2MnN3O35 as an isolated structure at a distorted geometry.

The geometry in XYZ format:
```
127
Properties=species:S:1:pos:R:3:mulliken_charge:R:1
Mn -0.60928 -2.49196 3.28396 0.87
O -3.15470 -0.27069 -0.62599 -0.38
C -1.95309 -0.32534 -0.74175 0.01
O -1.23266 0.17942 -1.74305 -0.59
B 0.19503 -0.08729 -1.49898 0.01
O 0.21433 -0.98036 -0.32486 -0.04
C -1.01793 -1.04329 0.18340 1.07
O -1.33112 -1.62778 1.21763 0.46
O 0.80159 1.18553 -1.10614 -0.05
C 1.91952 1.40635 -1.77376 0.33
O 2.64308 2.35997 -1.67171 -0.42
C 2.09180 0.14314 -2.70771 0.13
O 1.01315 -0.61175 -2.62722 -0.44
O 2.97602 0.00938 -3.52386 -0.57
Cl -2.30799 2.80874 1.64675 -0.12
C -1.09093 3.76243 0.87655 0.14
C -1.60136 4.45999 -0.47131 -0.19
Cl -2.84388 5.70921 -0.20855 -0.19
H -0.17516 3.21081 0.66404 -0.46
H -0.79226 4.55538 1.56220 0.46
H -2.08463 3.76409 -1.15709 0.06
H -0.73228 4.87063 -0.98529 0.29
C -4.55248 1.86527 -2.71614 -0.68
N -4.66235 2.85067 -3.80166 0.94
O -4.27489 2.55534 -4.95658 -0.54
O -5.13601 3.96143 -3.55212 -0.53
H -5.46639 1.35390 -2.41386 0.31
H -4.29272 2.41340 -1.81050 0.17
H -3.83102 1.09396 -2.98575 0.28
C 1.53611 -3.87569 -3.78478 -0.65
N 0.23426 -4.15436 -3.17629 0.69
O 0.02830 -3.42409 -2.18042 -0.25
O -0.47639 -4.95206 -3.76905 -0.51
H 2.32194 -3.85511 -3.02970 0.10
H 1.53304 -2.84355 -4.13520 0.28
H 1.83002 -4.54484 -4.59346 0.37
C 4.81121 -1.28681 -5.77653 -0.54
N 6.20496 -1.04407 -6.23388 0.93
O 7.12193 -1.65911 -5.78444 -0.55
O 6.35196 -0.17379 -7.08987 -0.54
H 4.78530 -0.73404 -4.83745 0.15
H 4.55517 -2.33574 -5.62726 0.25
H 4.19841 -0.72648 -6.48266 0.32
C -4.17341 -3.79071 5.76232 -0.63
O -4.48019 -2.53012 5.23830 -0.34
C -3.67978 -1.85138 4.39099 0.59
O -2.59351 -2.19278 4.01153 -0.34
O -4.25118 -0.60371 4.23907 -0.35
C -3.91105 0.18918 3.10948 -0.68
H -4.47824 -4.47562 4.97107 0.26
H -4.75211 -3.86664 6.68289 0.25
H -3.11229 -3.90343 5.98460 0.28
H -4.88419 0.58023 2.81254 0.42
H -3.52937 -0.32786 2.22909 0.28
H -3.30572 1.01855 3.47529 0.25
C 3.13229 -3.28896 4.59010 -0.55
O 3.26452 -3.79298 3.34447 -0.36
C 2.35365 -3.59581 2.38811 0.66
O 1.26542 -2.99387 2.56240 -0.18
O 2.79825 -4.04023 1.25349 -0.40
C 1.99705 -4.07055 0.06634 0.01
H 4.10571 -3.11188 5.04747 0.32
H 2.42256 -3.85251 5.19574 0.30
H 2.83448 -2.24044 4.58854 0.10
H 1.10086 -4.68747 0.13232 0.19
H 2.68531 -4.28626 -0.75089 0.22
H 1.55778 -3.09605 -0.14692 -0.10
C 2.55016 1.55909 1.63458 -0.76
O 1.57038 0.56231 1.86475 0.26
C 0.75756 0.52862 2.97680 0.24
O 0.05366 -0.43384 3.19134 0.22
O 0.80038 1.68457 3.61379 -0.28
C 0.07324 1.97736 4.79322 -0.66
H 2.03351 2.51885 1.63882 0.28
H 2.94403 1.35435 0.63906 -0.05
H 3.39069 1.51458 2.32713 0.47
H -0.88079 1.45129 4.82755 0.23
H -0.08794 3.05532 4.78202 0.28
H 0.65571 1.79052 5.69539 0.30
C -4.46962 -4.72697 1.42365 -0.37
O -3.32229 -5.37196 1.01797 -0.28
C -2.08101 -4.97299 1.63193 0.44
O -1.93456 -3.97402 2.34819 -0.36
O -1.05082 -5.74765 1.15388 -0.18
C -1.32583 -6.96682 0.52667 -0.79
H -4.41470 -4.42586 2.46979 -0.16
H -5.25380 -5.48400 1.43170 0.40
H -4.75168 -3.77200 0.98028 0.17
H -1.47265 -7.74011 1.28072 0.30
H -0.45864 -7.20081 -0.09086 0.27
H -2.20940 -6.98527 -0.11134 0.36
C -6.20512 -1.07687 0.32742 0.17
O -7.39589 -1.87099 0.07186 -0.19
C -8.47429 -1.24040 -0.43336 0.69
O -8.55226 -0.05538 -0.65613 -0.54
O -9.44656 -2.13970 -0.49451 -0.34
C -10.74829 -1.78261 -0.86251 -0.65
H -6.20662 -0.52810 1.26919 0.28
H -5.99081 -0.42436 -0.51899 0.06
H -5.39985 -1.77433 0.55806 -0.28
H -11.20377 -2.76603 -0.97885 0.23
H -10.72850 -1.25491 -1.81605 0.32
H -11.25009 -1.20209 -0.08837 0.29
C 5.61132 2.61487 -3.08340 -0.03
O 6.91250 2.97738 -3.58656 -0.32
C 7.52916 4.15781 -3.27749 0.62
O 8.65696 4.45424 -3.61926 -0.56
O 6.71853 5.03218 -2.59213 -0.25
C 6.97740 6.41745 -2.56975 -0.74
H 5.38790 1.55205 -2.99073 0.23
H 4.79951 2.96572 -3.72055 0.29
H 5.37589 3.10874 -2.14066 -0.13
H 7.09065 6.77410 -3.59351 0.35
H 7.82290 6.75320 -1.96934 0.31
H 6.24213 7.07852 -2.11099 0.26
C 6.22920 5.29066 2.28140 -0.63
O 5.38036 6.02729 1.34216 -0.37
C 4.60006 5.32107 0.39831 0.82
O 4.75356 4.13520 0.08361 -0.53
O 3.89433 6.23823 -0.16480 -0.33
C 2.97365 5.88678 -1.12915 -0.30
H 6.89818 5.97291 2.80590 0.26
H 6.78774 4.49236 1.79267 0.28
H 5.62464 4.86663 3.08315 0.27
H 3.46250 5.51558 -2.02989 0.28
H 2.24409 6.64652 -1.40958 0.40
H 2.39907 4.98183 -0.93159 -0.13
```

**<S²>**: 8.75
**Total charge**: +1
**2S+1**: 6
**M**: 1154.41 u
**HOMO level (spin up / spin down)**: -11.530 / -11.530 eV
**Frontier orbital gap (spin up / spin down)**: 7.86 / 7.27 eV